Arrangement w

Below is a structure of composition C45H36BrFeN3O4STe2, with properties calculated with ωB97M-V/def2-TZVPD.

Each line ends with the Mulliken charge.
Positions of all 93 atoms, in Å:
Te1 -2.7173 -0.4297 3.4117  -0.200
Te2 -2.7357 1.4657 0.6710  -0.021
Br1 -4.0447 -3.0850 -4.8465  -0.300
Fe1 -0.5667 0.3741 -0.2237  -0.623
S1 -5.8556 -1.4158 4.1263  -0.199
O1 2.2690 -0.9230 3.0609  -0.612
O2 -0.4670 -1.5932 0.2043  -0.037
O3 0.6946 0.6176 1.3075  -0.497
O4 0.8907 -0.2114 -1.4374  -0.282
N1 -0.2637 2.2951 -0.6822  0.543
N2 0.3698 -2.2319 -0.4671  -0.879
N3 1.0428 -1.5193 -1.3084  1.143
C1 2.7549 0.2517 5.0225  0.096
C2 -1.4954 5.3378 3.4706  -0.594
C3 -2.1684 3.1543 1.8540  0.514
C4 1.6124 4.2411 -2.2864  0.094
C5 -2.6506 2.6669 -1.1722  -1.824
C6 3.1821 3.7145 2.4823  -0.316
C7 0.6987 3.0535 -0.2951  1.161
C8 2.6265 -1.4124 -3.1097  -0.199
C9 -0.8942 4.1021 3.6714  -0.274
C10 4.0419 4.8721 2.9254  -1.624
C11 -6.9315 0.8316 3.6526  -0.738
C12 0.9771 4.3263 -1.0516  -1.998
C13 -5.5354 0.9915 3.4239  0.061
C14 3.1141 2.5239 3.1842  -0.587
C15 0.8049 6.7163 -1.3227  -0.735
C16 -3.5927 -1.9821 -2.2393  -0.713
C17 -2.4248 5.4861 2.4485  -0.713
C18 -1.2338 3.0173 2.8794  -0.254
C19 3.6971 -3.4023 -3.9457  -0.457
C20 2.4606 1.1665 7.2335  -0.788
C21 3.5516 -0.7537 5.5617  -0.410
C22 3.4993 -2.0317 -3.9922  -0.667
C23 2.1375 -3.5600 -2.1113  -0.433
C24 3.0116 -4.1582 -3.0003  -0.461
C25 3.8252 -0.7853 6.9191  -0.619
C26 2.4075 3.8015 1.3252  -0.611
C27 1.8581 5.3866 -3.0255  -0.752
C28 2.2084 1.2093 5.8704  0.112
C29 -1.8919 -0.2888 -1.6536  1.153
C30 -2.9493 -1.1582 -1.3208  -0.413
C31 -1.5387 -0.3136 -3.0166  -0.435
C32 0.5756 5.5728 -0.5750  0.239
C33 2.4184 0.1800 3.5415  -0.121
C34 2.3307 1.4457 2.7807  0.674
C35 3.2786 0.1775 7.7595  -0.290
C36 -7.2617 -0.4297 4.0439  -0.373
C37 1.5436 2.7987 0.8942  0.993
C38 -1.2115 2.7981 -1.6944  -0.218
C39 1.4705 1.5395 1.6235  0.125
C40 -2.1528 -1.1216 -3.9678  -0.755
C41 -3.1797 -1.9530 -3.5564  0.132
C42 -4.7983 -0.1450 3.6354  -0.261
C43 1.4541 6.6250 -2.5475  -0.573
C44 -2.7321 4.4099 1.6259  -0.357
C45 1.9460 -2.1786 -2.1704  0.160
H1 0.4822 7.6769 -0.9510  0.421
H2 -4.3941 -2.6396 -1.9312  0.426
H3 -0.7744 2.0529 3.0471  0.219
H4 3.4795 0.1477 8.8230  0.361
H5 1.9018 3.2667 -2.6530  0.576
H6 3.4429 5.7523 3.1660  0.303
H7 3.9329 -1.5141 4.8938  0.427
H8 -1.0698 2.1928 -2.5824  -0.091
H9 2.4440 -0.3495 -3.1185  0.398
H10 2.0083 1.9003 7.8874  0.377
H11 2.3603 5.3150 -3.9791  0.401
H12 -1.2198 6.1850 4.0836  0.371
H13 -7.6575 1.6235 3.5261  0.326
H14 3.1565 -5.2299 -2.9571  0.353
H15 4.3730 -3.8825 -4.6414  0.351
H16 -1.8310 -1.1236 -5.0006  0.400
H17 4.6117 4.6093 3.8155  0.383
H18 1.6414 7.5155 -3.1294  0.336
H19 -3.4490 4.5431 0.8291  0.340
H20 3.7304 2.4034 4.0682  0.401
H21 -0.1423 3.9798 4.4408  0.342
H22 2.4943 4.7092 0.7486  0.505
H23 -0.7084 0.2952 -3.3602  0.174
H24 -3.2549 2.0685 -1.8434  0.500
H25 1.5938 -4.1367 -1.3809  0.439
H26 -1.0022 3.8341 -1.9351  0.764
H27 4.4520 -1.5681 7.3269  0.363
H28 -3.2749 -1.2278 -0.2858  0.377
H29 -8.2388 -0.8206 4.2774  0.351
H30 4.0254 -1.4348 -4.7256  0.354
H31 -5.0789 1.9129 3.0925  0.400
H32 -2.8911 6.4461 2.2729  0.351
H33 1.5606 1.9716 5.4560  0.579
H34 4.7526 5.1709 2.1525  0.331
H35 -3.1176 3.6407 -1.0610  0.601
H36 0.0781 5.6262 0.3851  0.502

total charge	-2
M	1105.8	g/mol
gap between HOMO and LUMO	4.99	eV
E_HOMO	-1.1	eV

***

Arrangement x

Below is a structure of composition C45H36BrFeN3O4STe2, with properties calculated with ωB97M-V/def2-TZVPD.

Each line ends with the Mulliken charge.
Positions of all 93 atoms, in Å:
Te1 2.2732 -0.5418 1.4882  -0.334
Te2 -1.1722 -3.5966 -2.9680  0.163
Br1 -3.6891 4.2116 3.2092  -0.291
Fe1 0.1042 -0.3481 0.0035  -1.090
S1 3.3637 1.7615 3.6569  -0.236
O1 0.7606 1.0749 -1.2042  -0.113
O2 1.3113 4.4235 -3.1702  -0.744
O3 -1.4626 -0.5972 -1.2033  -0.280
O4 -0.9438 -1.7625 0.9853  -0.216
N1 -2.1323 -1.8834 0.5698  -0.921
N2 1.2857 -1.7019 -1.1138  0.944
N3 -2.3766 -1.2502 -0.5225  1.492
C1 2.8705 1.9336 5.2922  -0.522
C2 -3.6866 -1.3103 -1.0570  -0.010
C3 1.4432 3.6437 -2.2352  -0.433
C4 0.6734 -1.8023 -6.4994  -0.621
C5 5.1688 -4.3380 -3.0481  -0.667
C6 -1.1156 1.0334 2.4068  -0.066
C7 3.3569 -2.8464 -3.5757  0.374
C8 4.2120 -2.9458 -1.3320  -0.227
C9 -5.9698 -2.0319 -0.9782  -0.545
C10 -0.3790 5.5798 0.4202  -0.751
C11 -0.3143 -2.2335 -4.3406  -0.310
C12 3.3098 -2.4219 -2.2507  -1.575
C13 -3.9278 -0.6552 -2.2575  0.053
C14 -2.6048 2.8923 2.3202  -0.160
C15 1.0577 -3.1184 -0.7850  -1.121
C16 1.8263 1.1314 -1.8819  -0.247
C17 3.8327 0.2110 -2.9379  -0.842
C18 -1.9106 1.9638 3.0723  -0.777
C19 4.2779 -3.8042 -3.9715  -0.765
C20 -2.5168 2.9088 0.9409  -0.459
C21 -0.9573 1.0007 1.0122  0.850
C22 4.2042 1.4340 -3.4691  0.034
C23 2.6697 0.0021 -2.1885  1.247
C24 -4.7092 -1.9994 -0.4085  -0.525
C25 2.2277 2.3930 -2.4393  0.918
C26 0.5496 -0.0457 -4.8615  -0.639
C27 -0.0787 -0.9112 -3.9722  0.277
C28 -6.2248 -1.3838 -2.1819  -0.436
C29 2.3186 0.4257 3.3669  0.214
C30 -1.6964 1.9741 0.3179  0.275
C31 0.6514 -4.0439 -1.9258  -1.033
C32 1.6250 0.1393 4.5129  -0.375
C33 0.9108 3.8730 1.5184  -0.329
C34 0.0552 -2.6726 -5.6107  -0.273
C35 0.0687 5.1237 -0.8067  -0.513
C36 2.3281 -1.3734 -1.8014  1.125
C37 5.4638 1.5798 -4.2841  -1.671
C38 3.3595 2.5112 -3.2221  -0.717
C39 1.9297 0.9985 5.6057  -0.575
C40 0.9277 -0.4896 -6.1210  -0.599
C41 0.0434 4.9524 1.5862  -0.373
C42 5.1370 -3.9023 -1.7307  -0.794
C43 0.9388 4.0373 -0.8830  0.372
C44 -5.1987 -0.6961 -2.8121  -0.918
C45 1.3581 3.4129 0.2877  0.375
H1 1.2146 3.3579 2.4198  0.035
H2 6.3340 1.1811 -3.7561  0.354
H3 -0.5869 0.3043 3.0107  0.371
H4 5.8903 -5.0852 -3.3569  0.338
H5 -3.0584 3.6506 0.3658  0.442
H6 -6.7647 -2.5661 -0.4715  0.355
H7 -7.2159 -1.4107 -2.6179  0.376
H8 -0.1276 -3.7017 -5.8958  0.364
H9 0.9668 -2.1538 -7.4822  0.336
H10 2.6694 -2.4156 -4.2949  0.293
H11 4.1854 -2.5873 -0.3078  0.471
H12 3.5893 3.4903 -3.6314  0.359
H13 5.8372 -4.3039 -1.0081  0.409
H14 -1.0790 6.4059 0.4718  0.343
H15 -0.3347 5.2825 2.5467  0.433
H16 2.0059 2.5457 0.2488  0.239
H17 -4.5044 -2.4913 0.5301  0.450
H18 3.2786 2.7046 5.9271  0.377
H19 0.9047 -0.6662 4.5570  0.472
H20 -0.3587 -0.5675 -2.9824  0.312
H21 1.9528 -3.5384 -0.3146  0.408
H22 0.4894 -5.0418 -1.5125  0.666
H23 4.4898 -0.6289 -3.1269  0.530
H24 1.4098 -4.1371 -2.6976  0.073
H25 5.6631 2.6308 -4.5011  0.386
H26 -1.6162 2.0124 -0.7646  0.081
H27 -5.3837 -0.1807 -3.7468  0.361
H28 1.4665 0.9236 6.5815  0.339
H29 5.3964 1.0535 -5.2414  0.280
H30 -3.1122 -0.1236 -2.7245  0.379
H31 -1.9851 1.9648 4.1537  0.383
H32 1.4266 0.1874 -6.8041  0.401
H33 0.7608 0.9713 -4.5530  0.456
H34 0.2823 -3.1337 -0.0242  0.656
H35 4.3021 -4.1306 -5.0046  0.425
H36 -0.2472 5.5951 -1.7284  0.424

total charge	-2
M	1105.8	g/mol
gap between HOMO and LUMO	4.97	eV
E_HOMO	-1.4	eV

***

We find arrangement x to be the most stable, with the next structure 93.0 kJ/mol higher.

***

Arrangement w

Below is the molecule C2H3NS2, with properties calculated with ωB97M-V/def2-TZVPD.

Each line ends with the natural charge from an NBO analysis.
Positions of all 8 atoms, in Å:
S1 0.1623 1.8513 -1.7035  0.145
S2 -0.7160 -1.5250 1.5333  0.114
N1 0.7609 -1.1634 0.6148  -0.439
C1 -0.2141 0.9208 -0.4520  -0.365
C2 0.7983 -0.1132 -0.0569  0.003
H1 -1.2255 0.8970 0.0274  0.221
H2 -0.3105 -2.6231 2.1540  0.128
H3 1.5636 -0.1968 -0.7071  0.192

M	105.2	g/mol
gap between HOMO and LUMO	7.96	eV
E_HOMO	-9.3	eV

***

Arrangement x

Below is a structure of composition C2H3NS2, with properties calculated with ωB97M-V/def2-TZVPD.

Each line ends with the natural charge from an NBO analysis.
Positions of all 8 atoms, in Å:
S1 1.4385 0.0066 -0.2008  0.235
S2 -1.3157 -0.4518 -0.1759  0.409
N1 -1.0471 1.1382 0.1292  -0.544
C1 0.3621 -1.2295 0.3961  -0.646
C2 0.2443 1.3043 0.2243  -0.062
H1 0.4776 -1.5663 1.3639  0.212
H2 0.6203 -1.9303 -0.2273  0.216
H3 0.6285 2.2034 0.2652  0.179

M	105.2	g/mol
gap between HOMO and LUMO	9.21	eV
E_HOMO	-8.7	eV

***

Arrangement y

Below is a cluster of 2 separate species, C2H3NS2 in total, with properties calculated with ωB97M-V/def2-TZVPD.

Each line ends with the natural charge from an NBO analysis.
Positions of all 8 atoms, in Å:
S1 0.6859 1.4790 1.6205  -0.052
S2 2.1865 -0.5349 0.0114  0.049
N1 -0.3314 0.1020 -0.3947  -0.618
C1 -0.4673 1.1312 0.4468  -0.069
C2 0.6093 -0.9727 -0.5519  -0.141
H1 0.1003 -2.4285 -0.6810  0.229
H2 -1.3178 -0.2528 -0.8017  0.399
H3 -1.4656 1.4767 0.3505  0.204

M	105.2	g/mol
gap between HOMO and LUMO	6.74	eV
E_HOMO	-7.8	eV

***

We find arrangement x to be the most stable, with the next structure 25.6 kJ/mol higher.

***

Arrangement w

Below is the molecule HNO2, with properties calculated with ωB97M-V/def2-TZVPD.

Each line ends with the natural charge from an NBO analysis.
Positions of all 4 atoms, in Å:
O1 0.2112 0.6203 -0.2706  -0.511
O2 0.0250 -0.6822 1.2516  -0.282
N1 -0.2671 -0.5168 0.1665  0.325
H1 0.0309 0.5787 -1.1475  0.468

M	47.0	g/mol
gap between HOMO and LUMO	11.32	eV
E_HOMO	-10.4	eV

***

Arrangement x

Below is the molecule HNO2, with properties calculated with ωB97M-V/def2-TZVPD.

Each line ends with the natural charge from an NBO analysis.
Positions of all 4 atoms, in Å:
O1 1.6621 -0.6316 0.0004  -0.144
O2 0.5259 0.3582 -0.0012  -0.079
N1 -0.8000 0.5595 0.0011  -0.080
H1 -1.3881 -0.2860 -0.0002  0.303

M	47.0	g/mol
gap between HOMO and LUMO (spin up / spin down)	10.03 / 8.64	eV
E_HOMO (spin up / spin down)	-11.4 / -10.9	eV

***

We find arrangement w to be the most stable, with the next structure 488.1 kJ/mol higher.